{
  "formula": "C24H66F6NO15S13",
  "method": "ωB97M-V/def2-TZVPD",
  "elements": ["C", "F", "F", "F", "S", "O", "O", "N", "S", "O", "O", "C", "F", "F", "F", "C", "S", "O", "C", "H", "H", "H", "H", "H", "H", "C", "S", "O", "C", "H", "H", "H", "H", "H", "H", "C", "S", "O", "C", "H", "H", "H", "H", "H", "H", "C", "S", "O", "C", "H", "H", "H", "H", "H", "H", "C", "S", "O", "C", "H", "H", "H", "H", "H", "H", "C", "S", "O", "C", "H", "H", "H", "H", "H", "H", "C", "S", "O", "C", "H", "H", "H", "H", "H", "H", "C", "S", "O", "C", "H", "H", "H", "H", "H", "H", "C", "S", "O", "C", "H", "H", "H", "H", "H", "H", "C", "S", "O", "C", "H", "H", "H", "H", "H", "H", "C", "S", "O", "C", "H", "H", "H", "H", "H", "H"],
  "xyz": [[0.1469, 3.5880, -0.1310], [1.4426, 3.5841, -0.3903], [-0.2929, 4.6578, 0.5534], [-0.6438, 3.5843, -1.1922], [-0.0713, 1.9366, 0.9384], [1.1301, 1.8390, 1.8059], [-1.2482, 2.2863, 1.7928], [-0.2560, 0.8018, -0.2541], [-1.3864, -0.0883, 0.2579], [-1.1628, -0.6207, 1.6246], [-2.7251, 0.3956, -0.1280], [-1.0252, -1.6836, -0.8584], [-0.9849, -1.2715, -2.1087], [0.1251, -2.2521, -0.5310], [-2.0167, -2.5190, -0.7898], [0.5424, -2.7393, -5.0358], [-0.2321, -1.6290, -6.3315], [-0.4593, -0.3295, -5.5316], [1.3020, -1.3009, -7.3631], [1.3512, -3.3492, -5.4383], [-0.0978, -3.5558, -4.7017], [0.8491, -2.2459, -4.1135], [1.0574, -0.9292, -8.3582], [1.8471, -2.2358, -7.4929], [2.0981, -0.6412, -7.0177], [-2.4090, 4.9469, 3.2383], [-3.4752, 6.0182, 4.3294], [-3.2925, 5.3124, 5.6353], [-2.2481, 7.4223, 4.2393], [-1.9672, 5.5829, 2.4712], [-2.9716, 4.1658, 2.7269], [-1.6275, 4.5493, 3.8858], [-2.5983, 8.1649, 4.9562], [-2.0998, 7.8559, 3.2503], [-1.2448, 7.1489, 4.5661], [5.0666, 1.8614, 4.1582], [3.9687, 1.2140, 5.5077], [3.3868, 2.3388, 6.3757], [2.5724, 0.6242, 4.3465], [6.0438, 2.0183, 4.6150], [4.5105, 2.7401, 3.8314], [5.2347, 1.1747, 3.3285], [2.9147, 0.0417, 3.4912], [1.9542, 1.4687, 4.0420], [1.9854, -0.1533, 4.8353], [-5.4099, -2.0562, -0.8878], [-5.5660, -0.9602, -2.3973], [-6.8914, -1.3940, -3.0838], [-6.1099, 0.6189, -1.5499], [-4.7592, -1.7219, -0.0797], [-5.0063, -2.9687, -1.3266], [-6.4355, -2.0898, -0.5201], [-6.8255, 0.4674, -0.7418], [-6.4601, 1.3173, -2.3100], [-5.2251, 1.1402, -1.1845], [-2.7147, 4.0531, -3.8476], [-3.7915, 2.5281, -3.7298], [-4.4582, 2.4382, -5.1446], [-2.5162, 1.2126, -3.4517], [-1.7731, 3.9170, -3.3157], [-3.2102, 4.9238, -3.4184], [-2.4007, 4.1507, -4.8869], [-2.9009, 0.2012, -3.5822], [-1.9691, 1.2770, -2.5111], [-1.8345, 1.2439, -4.3016], [2.7854, 4.6686, 2.4883], [1.9516, 6.3582, 2.4524], [1.5994, 6.6358, 3.8927], [3.3711, 7.3897, 2.1148], [3.8410, 4.8942, 2.6398], [2.6597, 4.0794, 1.5799], [2.3954, 4.0695, 3.3111], [2.9801, 8.3960, 1.9641], [3.9730, 7.1782, 1.2311], [3.8827, 7.5180, 3.0687], [0.4418, -3.9435, 2.4665], [1.0812, -2.6052, 3.6026], [0.0123, -2.4995, 4.6872], [2.4442, -3.6057, 4.3319], [0.0241, -4.6998, 3.1310], [1.2148, -4.4539, 1.8919], [-0.3410, -3.4649, 1.8781], [2.6938, -3.1521, 5.2911], [3.3477, -3.5705, 3.7230], [2.1689, -4.6594, 4.3765], [4.8326, -2.3817, 0.0327], [4.2267, -1.7201, 1.6134], [5.1115, -0.5340, 1.8995], [2.7418, -0.9683, 0.7936], [5.8948, -2.4977, 0.2484], [4.9372, -1.6917, -0.8046], [4.4127, -3.3807, -0.0847], [1.7975, -0.8704, 1.3291], [2.4116, -1.3726, -0.1633], [3.0581, 0.0230, 0.4689], [-2.2520, -5.6312, 1.2285], [-3.6251, -4.5758, 0.6513], [-4.0366, -5.1292, -0.7043], [-4.9256, -5.2958, 1.8059], [-1.3897, -5.3852, 0.6089], [-2.4455, -6.6973, 1.1096], [-1.9632, -5.3931, 2.2523], [-5.0870, -6.3567, 1.6146], [-5.8249, -4.7619, 1.4986], [-4.5826, -5.0959, 2.8210], [1.0252, 2.5150, -3.8158], [1.9125, 0.9915, -4.3601], [3.2525, 1.5245, -4.9162], [2.2236, 0.2064, -2.7541], [1.7041, 3.1574, -3.2550], [0.2222, 2.3314, -3.1020], [0.6418, 3.1085, -4.6458], [2.7781, 0.7157, -1.9660], [2.4540, -0.8563, -2.8301], [1.2679, 0.2913, -2.2369], [2.2335, -5.1510, -0.9521], [1.2358, -5.4701, -2.4867], [1.6716, -6.6645, -3.3547], [-0.3922, -5.9462, -1.7275], [1.8362, -4.3496, -0.3292], [3.2953, -5.0734, -1.1859], [2.3318, -6.0687, -0.3723], [-1.0087, -6.5118, -2.4263], [-0.9938, -5.0583, -1.5330], [-0.2460, -6.5858, -0.8571]],
  "forces_ev_per_angstrom": [[-1.56, -1.73, 1.87], [0.03, 1.12, -0.82], [1.37, -0.54, 0.21], [0.64, -0.50, -0.91], [-0.38, 3.05, 3.64], [-1.20, -0.35, -2.74], [1.63, -1.11, -2.67], [2.10, 2.88, 0.99], [-3.57, -4.16, 1.39], [-0.52, 0.67, -2.14], [1.93, -1.18, 0.53], [-0.66, 3.35, 0.71], [0.66, 0.21, -1.18], [0.32, -0.53, 0.11], [-0.76, -1.35, 0.67], [0.07, -1.06, -0.42], [1.73, 2.21, 2.16], [-0.48, -1.94, -1.47], [0.38, -0.69, -0.25], [0.41, 0.50, -0.26], [-0.87, 0.39, -0.22], [0.01, 0.63, -0.48], [-0.57, -0.11, 0.12], [-0.38, -0.38, -0.13], [-0.63, 0.38, 0.94], [-0.57, 0.79, -0.44], [2.35, -0.95, -0.58], [-0.55, 0.78, 0.08], [-0.10, 0.00, 0.74], [0.05, -0.04, -0.04], [-0.04, -0.05, 0.38], [-0.21, 0.00, 0.05], [-0.14, 0.16, -0.19], [-0.62, -0.09, -0.11], [-0.09, -0.64, 0.13], [-0.67, 0.07, 0.72], [-1.45, -0.21, -0.23], [1.07, -1.28, -1.80], [0.60, -0.25, 0.66], [-0.21, 0.61, 0.07], [0.60, 0.30, -0.11], [-0.55, -0.31, 0.21], [0.70, 0.67, -0.24], [0.13, -0.09, 0.08], [-0.24, 0.56, 0.77], [-0.21, 0.75, -0.89], [-2.97, 0.58, 0.39], [2.39, 0.19, 1.08], [1.26, -0.05, -0.34], [0.20, 0.48, -0.36], [-0.44, -0.25, 0.30], [0.02, -0.51, -0.12], [-0.02, -0.28, -0.27], [-0.44, -0.52, -0.23], [0.22, -0.33, 0.43], [0.66, -1.12, 0.18], [-0.96, 0.47, -1.64], [1.70, -0.23, 2.65], [0.37, 0.17, -1.61], [-0.15, -0.21, 0.36], [-0.25, -0.21, -0.36], [-0.57, 0.16, -0.13], [-0.78, 0.25, 0.38], [-0.39, 0.42, 0.08], [0.33, 0.35, 0.03], [0.29, 0.84, -0.16], [-0.50, -1.48, 0.82], [0.24, 0.12, -0.96], [-0.02, 1.10, 0.32], [0.04, -0.25, 0.13], [-0.09, 0.39, -0.10], [-0.20, 0.45, 0.12], [-0.40, 0.00, -0.23], [0.05, -0.51, 0.28], [0.55, -0.60, -0.12], [0.25, 0.45, 0.88], [-1.23, -0.99, 1.09], [1.50, -0.20, -1.41], [0.05, 0.05, -0.46], [-0.16, 0.18, 0.15], [0.11, 0.44, -0.24], [0.17, -0.12, -0.11], [-0.29, -0.20, 0.06], [-0.11, 0.31, -0.26], [-0.27, 0.13, 0.49], [1.60, -0.30, 1.04], [-0.52, 1.78, -1.84], [-0.44, -0.93, 0.20], [-0.64, 0.46, -0.59], [0.19, -0.53, 0.32], [-1.20, 0.06, -0.05], [-0.17, 0.29, -0.59], [0.45, 0.02, 0.76], [0.51, -0.94, 0.03], [0.30, 0.22, 0.58], [0.35, 0.28, -0.15], [-1.27, -2.25, -0.20], [0.75, 0.69, 1.02], [0.88, 0.74, -0.83], [-0.14, 0.09, -0.01], [-0.38, 0.10, -0.01], [-0.34, 0.03, 0.06], [0.39, 0.04, -0.11], [0.00, 0.10, 0.43], [-0.39, 0.05, 0.04], [0.20, 0.03, 0.94], [2.18, 1.40, -0.55], [-1.76, -0.81, 0.75], [-1.33, 0.58, 1.03], [0.48, -0.14, -0.18], [-0.18, -0.52, -0.31], [0.13, -0.53, -0.28], [1.03, 0.27, -0.72], [0.27, 0.22, -0.32], [-0.66, -0.49, -0.30], [0.37, -1.94, -0.04], [-0.67, -0.62, -1.41], [-0.11, 1.56, 2.09], [0.47, -0.07, -0.04], [-0.06, 0.10, -0.44], [-0.17, 0.91, -0.69], [-0.80, -0.25, 0.32], [0.55, -0.03, -0.43], [0.34, 0.17, 0.34], [0.06, 0.22, 0.09]],
  "lowdin_charge": [-0.63, 0.12, 0.12, 0.12, 0.71, -0.33, -0.33, -0.31, 0.57, -0.33, -0.31, -0.68, 0.13, 0.12, 0.13, -0.25, 0.91, -0.64, -0.25, 0.04, 0.03, 0.03, 0.04, 0.03, 0.04, -0.25, 0.83, -0.58, -0.27, 0.03, 0.04, 0.06, 0.03, 0.04, 0.04, -0.24, 0.84, -0.58, -0.22, 0.04, 0.03, 0.01, 0.00, 0.04, 0.02, -0.26, 0.85, -0.60, -0.25, 0.04, 0.01, 0.05, 0.05, 0.04, 0.02, -0.23, 0.85, -0.59, -0.26, 0.01, 0.04, 0.05, 0.03, 0.02, 0.02, -0.21, 0.82, -0.56, -0.29, 0.04, 0.02, 0.05, 0.04, 0.06, 0.06, -0.24, 0.82, -0.54, -0.25, 0.04, 0.04, 0.03, 0.05, 0.01, 0.05, -0.26, 0.85, -0.56, -0.26, 0.04, 0.07, 0.03, 0.01, 0.02, 0.05, -0.27, 0.84, -0.56, -0.21, 0.00, 0.07, 0.04, 0.05, 0.04, 0.05, -0.23, 0.86, -0.59, -0.27, 0.05, 0.01, 0.06, 0.06, 0.04, 0.01, -0.26, 0.84, -0.57, -0.23, 0.02, 0.04, 0.05, 0.06, 0.03, 0.05],
  "homo_ev": -6.8,
  "lumo_ev": 1.30,
  "e_tot_ev": -215311.9152,
  "max_force_ev_per_a": 5.7,
  "total_charge": -1,
  "gap_ev": 8.07
}